Entry from OMol25: a molecular structure, C13H50F2HgNO16S2 at a distorted geometry (ωB97M-V/def2-TZVPD).

Its gap between HOMO and LUMO is 4.89 eV. The calculated total energy is -2932.90070 Ha. The largest force on an atom is 8.9 eV/A. As for the total charge: +1.

Positions of all 85 atoms, in Å:
Hg (-6.210, 21.895, -20.950)
N (-5.458, 21.077, -19.053)
S (-5.935, 20.452, -17.735)
O (-5.547, 21.131, -16.527)
O (-6.132, 19.045, -17.679)
F (-7.480, 20.948, -17.901)
S (-3.804, 20.852, -18.795)
O (-3.234, 19.547, -18.701)
O (-3.182, 21.945, -18.130)
F (-3.481, 21.199, -20.337)
C (-1.801, 23.255, -22.976)
O (-0.453, 22.915, -23.210)
H (-2.286, 22.491, -22.367)
H (-1.938, 24.201, -22.436)
H (-2.314, 23.314, -23.942)
H (-0.050, 23.647, -23.687)
C (-10.522, 22.583, -19.105)
O (-11.780, 21.961, -19.075)
H (-9.725, 21.846, -19.226)
H (-10.583, 23.303, -19.932)
H (-10.320, 23.301, -18.296)
H (-11.843, 21.444, -18.264)
C (-5.227, 16.019, -16.276)
O (-4.067, 15.272, -16.049)
H (-6.086, 15.494, -16.692)
H (-5.606, 16.520, -15.378)
H (-5.074, 16.857, -16.972)
H (-3.395, 15.812, -15.629)
C (-1.368, 16.317, -18.606)
O (-1.257, 17.648, -18.191)
H (-0.828, 16.122, -19.545)
H (-0.800, 15.668, -17.936)
H (-2.383, 15.920, -18.674)
H (-1.849, 18.242, -18.659)
C (-2.293, 18.512, -21.765)
O (-2.807, 19.223, -22.919)
H (-1.518, 19.147, -21.339)
H (-3.107, 18.247, -21.097)
H (-1.852, 17.594, -22.158)
H (-2.130, 19.489, -23.542)
O (-4.729, 23.723, -21.069)
H (-5.289, 24.231, -21.676)
H (-3.890, 24.211, -21.050)
O (-5.604, 19.958, -22.021)
H (-6.158, 19.170, -22.148)
H (-4.696, 19.686, -22.262)
O (-7.503, 23.457, -19.807)
H (-7.168, 23.709, -18.910)
H (-8.076, 24.192, -20.063)
C (-9.575, 16.759, -14.273)
C (-9.775, 17.009, -15.750)
O (-8.518, 17.274, -16.348)
H (-10.502, 16.960, -13.735)
H (-8.912, 17.539, -13.889)
H (-9.155, 15.778, -14.065)
H (-10.399, 17.904, -15.854)
H (-10.244, 16.153, -16.244)
H (-8.513, 17.839, -17.120)
C (-4.816, 24.801, -17.247)
C (-6.187, 25.172, -16.650)
O (-7.125, 25.129, -17.742)
H (-3.985, 25.268, -16.732)
H (-4.899, 25.250, -18.242)
H (-4.750, 23.722, -17.319)
H (-6.266, 26.195, -16.275)
H (-6.446, 24.480, -15.844)
H (-7.956, 25.478, -17.399)
C (-2.426, 22.928, -14.731)
C (-1.198, 23.137, -15.649)
O (-1.565, 23.727, -16.871)
H (-2.999, 22.139, -15.212)
H (-2.992, 23.843, -14.563)
H (-2.087, 22.619, -13.740)
H (-0.798, 22.119, -15.772)
H (-0.334, 23.605, -15.177)
H (-2.101, 23.101, -17.385)
C (-6.853, 17.209, -20.203)
C (-6.967, 15.708, -20.285)
O (-6.423, 15.248, -21.532)
H (-5.830, 17.585, -20.300)
H (-6.984, 17.375, -19.127)
H (-7.545, 17.895, -20.695)
H (-8.000, 15.370, -20.176)
H (-6.452, 15.274, -19.426)
H (-6.882, 14.434, -21.761)

---

Entry from OMol25: 13 unconnected molecules or ions with the total composition C13H52N18O13 at a distorted geometry (ωB97M-V/def2-TZVPD).

The value obtained for the energy relative to the best compared isomer or geometry (same formula, charge and spin) is 21.60 kJ/mol. Its gap between HOMO and LUMO is 9.78 eV. The calculated total energy is -2490.59347 Ha. The largest force on an atom is 2.4 eV/A. As for the total charge: 0.

Positions of all 96 atoms, in Å:
C (-2.881, 4.887, 0.161)
O (-3.891, 5.148, -0.827)
H (-3.016, 5.330, 1.150)
H (-2.845, 3.804, 0.297)
H (-1.928, 5.274, -0.215)
H (-4.262, 5.977, -0.503)
C (0.642, 1.029, -4.064)
O (-0.295, 0.134, -4.676)
H (1.311, 1.474, -4.803)
H (0.064, 1.880, -3.692)
H (1.212, 0.537, -3.289)
H (-0.693, 0.479, -5.477)
C (-3.559, 1.930, -2.558)
O (-4.113, 1.387, -1.351)
H (-2.593, 2.402, -2.400)
H (-3.442, 1.068, -3.223)
H (-4.222, 2.676, -3.001)
H (-4.850, 0.843, -1.640)
C (-1.034, 0.084, 3.836)
O (-0.561, 0.608, 5.028)
H (-1.789, -0.705, 3.868)
H (-1.558, 0.844, 3.225)
H (-0.319, -0.302, 3.096)
H (0.222, 1.156, 4.843)
C (-0.074, 0.415, 0.017)
O (0.763, 0.912, 0.780)
N (-1.237, 1.004, -0.357)
N (0.251, -0.658, -0.760)
H (-1.873, 0.283, -0.681)
H (-1.525, 1.854, 0.093)
H (-0.398, -0.994, -1.458)
H (1.241, -0.865, -0.800)
C (3.945, 2.008, -1.735)
O (3.423, 2.882, -2.425)
N (5.264, 1.655, -1.834)
N (3.293, 1.390, -0.715)
H (5.766, 2.031, -2.619)
H (5.779, 1.254, -1.078)
H (3.650, 0.499, -0.399)
H (2.296, 1.496, -0.628)
C (1.542, -4.418, -2.229)
O (0.950, -5.141, -3.030)
N (1.662, -3.081, -2.477)
N (2.297, -4.880, -1.193)
H (2.093, -2.450, -1.809)
H (0.987, -2.684, -3.109)
H (2.792, -4.220, -0.622)
H (2.348, -5.861, -1.004)
C (-3.353, -1.185, 0.475)
O (-2.936, -1.212, -0.695)
N (-4.436, -0.469, 0.912)
N (-2.690, -1.795, 1.482)
H (-4.634, -0.518, 1.888)
H (-4.922, 0.099, 0.249)
H (-1.851, -2.323, 1.308)
H (-3.005, -1.724, 2.428)
C (2.712, 2.248, 3.818)
O (1.714, 2.308, 4.532)
N (2.809, 1.377, 2.775)
N (3.897, 2.863, 4.131)
H (3.583, 1.490, 2.137)
H (1.991, 1.150, 2.222)
H (4.614, 2.816, 3.436)
H (4.017, 3.311, 5.017)
C (3.362, -2.048, 0.699)
O (3.331, -1.531, -0.437)
N (4.457, -2.690, 1.189)
N (2.272, -2.122, 1.486)
H (4.432, -3.128, 2.091)
H (5.354, -2.699, 0.740)
H (2.327, -2.570, 2.383)
H (1.353, -1.843, 1.195)
C (-1.702, -3.253, -3.314)
O (-2.104, -4.117, -2.528)
N (-0.861, -3.590, -4.347)
N (-1.897, -1.921, -3.147)
H (-0.429, -2.876, -4.900)
H (-0.468, -4.494, -4.116)
H (-1.581, -1.295, -3.877)
H (-2.534, -1.598, -2.419)
C (-0.542, 4.842, 3.036)
O (0.579, 4.871, 2.547)
N (-1.374, 3.774, 3.020)
N (-1.110, 6.019, 3.490)
H (-2.120, 3.646, 3.679)
H (-0.931, 2.942, 2.660)
H (-2.076, 5.954, 3.751)
H (-0.673, 6.873, 3.208)
C (-0.544, -4.274, 0.985)
O (-0.102, -3.805, 2.036)
N (-0.891, -5.600, 0.823)
N (-0.766, -3.544, -0.131)
H (-0.741, -6.161, 1.645)
H (-0.700, -6.018, -0.072)
H (-0.398, -2.616, -0.284)
H (-1.265, -3.941, -0.920)

---

Entry from OMol25: 13 unconnected molecules or ions with the total composition C13H52N22O13 at a distorted geometry (ωB97M-V/def2-TZVPD).

The value obtained for the energy relative to the best compared isomer or geometry (same formula, charge and spin) is 678.43 kJ/mol. Its gap between HOMO and LUMO is 7.92 eV. The calculated total energy is -2709.51157 Ha. The largest force on an atom is 8.9 eV/A. As for the total charge: 0.

Positions of all 100 atoms, in Å:
C (-2.674, 2.860, 1.865)
O (-1.672, 2.228, 2.709)
H (-2.326, 3.123, 0.866)
H (-3.498, 2.191, 1.618)
H (-3.028, 3.792, 2.306)
H (-1.913, 2.490, 3.600)
C (0.455, -3.840, -1.600)
O (-0.640, -4.563, -1.027)
H (1.192, -4.471, -2.097)
H (0.244, -3.046, -2.316)
H (0.977, -3.307, -0.806)
H (-1.062, -5.189, -1.620)
C (-4.076, -1.958, -2.261)
O (-5.067, -2.670, -2.537)
N (-3.032, -1.644, -2.969)
N (-3.960, -1.503, -1.062)
H (-2.402, -0.916, -2.663)
H (-2.977, -2.051, -3.892)
H (-4.749, -1.629, -0.443)
H (-3.087, -1.109, -0.740)
C (-0.459, 3.899, -2.236)
O (-1.339, 4.506, -2.785)
N (-0.517, 2.649, -1.933)
N (0.673, 4.330, -1.829)
H (0.161, 2.133, -1.390)
H (-1.364, 2.293, -2.351)
H (1.328, 3.734, -1.344)
H (1.057, 5.243, -2.024)
C (3.294, -2.122, 1.236)
O (3.703, -3.210, 1.568)
N (3.542, -1.537, 0.099)
N (2.386, -1.384, 1.856)
H (2.995, -0.745, -0.208)
H (4.225, -1.919, -0.540)
H (2.550, -0.398, 1.710)
H (1.935, -1.758, 2.679)
C (1.370, -1.116, -4.108)
O (0.484, -0.763, -3.357)
N (1.207, -1.090, -5.380)
N (2.551, -1.430, -3.845)
H (0.289, -0.854, -5.729)
H (1.794, -1.693, -5.939)
H (2.861, -1.355, -2.887)
H (3.279, -1.485, -4.543)
C (-0.526, 1.073, 5.741)
O (-1.481, 1.878, 5.753)
N (0.439, 0.981, 4.869)
N (-0.422, 0.174, 6.606)
H (1.157, 0.295, 5.050)
H (0.437, 1.496, 4.000)
H (-0.977, 0.338, 7.434)
H (0.307, -0.523, 6.553)
C (-0.260, -3.429, 2.586)
O (-0.250, -2.807, 3.592)
N (-0.108, -4.697, 2.472)
N (-0.554, -3.091, 1.409)
H (0.064, -5.052, 1.542)
H (0.081, -5.221, 3.314)
H (-0.607, -3.724, 0.623)
H (-0.580, -2.087, 1.302)
C (-1.938, 0.359, -5.707)
O (-1.056, -0.034, -6.399)
N (-1.840, 0.388, -4.383)
N (-3.072, 0.838, -6.106)
H (-2.462, 0.890, -3.765)
H (-0.978, 0.159, -3.907)
H (-3.273, 0.798, -7.095)
H (-3.639, 1.192, -5.349)
C (-0.316, -0.041, 0.017)
O (-1.384, -0.546, -0.165)
N (-0.071, 0.763, 0.986)
N (0.660, -0.269, -0.781)
H (0.853, 1.140, 1.143)
H (-0.883, 1.083, 1.494)
H (0.502, -0.681, -1.690)
H (1.427, 0.388, -0.766)
C (3.851, 1.697, -1.147)
O (3.022, 1.143, -0.515)
N (4.179, 1.512, -2.374)
N (4.450, 2.723, -0.693)
H (3.684, 0.766, -2.841)
H (4.753, 2.183, -2.864)
H (4.297, 2.838, 0.298)
H (5.258, 3.114, -1.157)
C (2.222, 3.113, 2.128)
O (2.249, 1.900, 2.184)
N (3.217, 3.860, 2.525)
N (1.260, 3.834, 1.595)
H (3.207, 4.867, 2.453)
H (4.043, 3.382, 2.855)
H (0.452, 3.342, 1.240)
H (1.367, 4.834, 1.512)
C (-3.663, -1.315, 3.787)
O (-4.745, -0.826, 3.670)
N (-2.891, -1.506, 2.806)
N (-3.089, -1.630, 4.952)
H (-1.904, -1.622, 2.985)
H (-3.254, -1.185, 1.920)
H (-3.715, -1.646, 5.744)
H (-2.207, -2.121, 4.910)